[1]
A gas-phase ion, C5H8NO (charge +1) in a non-equilibrium geometry, computed with the ωB97M-V functional and the def2-TZVPD basis.

E_HOMO (spin up / spin down) in eV: -13.538 / -14.509
2S+1: 3
<S²>: 2.023
E_LUMO (spin up / spin down) in eV: -4.4 / -9.1
Orbital gap (spin up / spin down) in Eh: 0.33448 / 0.20019
Electronic energy in eV: -8838.3480
Net charge: +1

```
15
Properties=species:S:1:pos:R:3:forces:R:3
C -1.537503 1.630154 -0.863471 -0.790 3.005 -0.982
C -0.058814 -0.381234 1.678616 -0.297 0.243 1.124
C -0.715347 1.575795 0.183905 -0.002 -4.453 -1.942
C -0.156968 0.222202 0.508745 -0.450 -0.107 -2.159
C 1.541620 -1.398051 -0.470103 0.047 1.001 0.123
N 0.210570 -0.738008 -0.520960 4.630 1.202 3.831
O -0.460026 -0.987108 -1.456587 -4.392 -0.304 -4.870
H -1.827205 2.618909 -1.355193 0.520 -1.373 0.904
H -2.062036 0.804068 -1.248789 -0.368 -1.139 -0.363
H 0.022107 -1.436489 1.814663 0.157 -0.415 0.075
H -0.220752 0.257553 2.473716 0.064 0.850 2.182
H -0.302383 2.395240 0.615897 0.971 2.306 1.751
H 1.862730 -1.642937 -1.484348 -0.164 0.097 0.118
H 1.508341 -2.272218 0.141873 -0.094 -0.721 0.331
H 2.195666 -0.647876 -0.017964 0.167 -0.192 -0.125
```
Forces are in eV/Å.

[2]
A gas-phase ion, C5H8NO (charge +1) in a non-equilibrium geometry, computed with the ωB97M-V functional and the def2-TZVPD basis.

E_HOMO (spin up / spin down) in eV: -10.258 / -16.708
2S+1: 3
<S²>: 2.006
E_LUMO (spin up / spin down) in eV: -3.8 / -6.9
Orbital gap (spin up / spin down) in Eh: 0.23800 / 0.36217
Electronic energy in eV: -8838.4291
Net charge: +1

```
15
Properties=species:S:1:pos:R:3:forces:R:3
C -1.937060 -0.100619 -0.007900 -0.547 -0.567 -1.175
C 1.335571 1.363020 -0.178552 3.776 8.009 0.283
C 0.751699 0.158018 -0.253993 -4.331 -6.434 -0.252
C -0.042527 -0.312872 -1.375708 2.800 -2.930 2.094
C 0.869724 -0.775557 0.904541 1.757 -1.462 -2.374
N -2.576288 0.387981 0.809247 -0.566 0.358 1.389
O -1.480922 -0.641963 -1.027220 -1.661 0.241 1.073
H 1.746747 1.567571 0.807800 -0.004 0.688 -0.374
H 1.309075 2.172620 -0.966674 0.117 -1.218 1.111
H -3.113397 0.591786 1.665469 0.680 -0.154 -0.890
H 0.342036 -1.335068 -1.584870 -0.514 0.340 -0.144
H -0.084266 0.177674 -2.259858 -0.211 2.063 -2.404
H 0.398723 -1.716550 0.604750 0.254 -0.179 0.199
H 0.482811 -0.567644 1.861756 -0.339 1.072 1.219
H 1.998078 -0.968394 1.001211 -1.210 0.174 0.247
```
Forces are in eV/Å.

[3]
2 unconnected molecules or ions with the total composition C5H8NO2 in a non-equilibrium geometry, computed with the ωB97M-V functional and the def2-TZVPD basis.

E_HOMO in eV: -4.273
2S+1: 1
E_LUMO in eV: 3.4
Orbital gap in Eh: 0.28141
Electronic energy in eV: -10897.0648
Net charge: -1

```
16
Properties=species:S:1:pos:R:3:forces:R:3
C -0.167072 0.193758 0.331348 1.447 -0.328 -1.353
C -1.529606 0.598000 -0.253150 -1.165 -0.051 0.619
C -2.551510 0.004654 0.667734 -1.734 -0.499 -0.236
C -3.680902 0.574426 1.239966 6.322 4.010 0.850
N 0.661010 -0.314314 -0.770417 0.033 -0.947 -0.067
C 2.138796 -0.389212 -0.532980 -0.939 1.485 0.313
O 2.527606 0.701143 -0.055242 0.530 -0.325 0.250
O 2.759493 -1.404849 -0.853884 -0.300 -0.389 -0.276
H 0.507820 0.950539 0.748647 -0.807 0.401 0.133
H -0.315086 -0.584226 1.099208 -0.036 0.134 0.069
H -1.732538 0.106197 -1.208865 0.614 -0.089 -0.197
H -1.733403 1.674368 -0.409798 0.348 -0.467 0.257
H -2.427977 -1.077828 0.816512 0.238 -0.007 -0.065
H -3.600782 0.389380 2.306065 -1.540 -1.204 0.287
H -2.704202 1.720328 1.426767 -3.444 -1.563 -0.579
H 0.259535 -1.184135 -1.106780 0.432 -0.162 -0.004
```
Forces are in eV/Å.

[4]
A gas-phase ion, C5H8NO2 (charge -2) in a non-equilibrium geometry, computed with the ωB97M-V functional and the def2-TZVPD basis.

E_HOMO (spin up / spin down) in eV: 4.322 / -1.095
2S+1: 2
<S²>: 0.751
E_LUMO (spin up / spin down) in eV: 6.9 / 6.8
Orbital gap (spin up / spin down) in Eh: 0.09599 / 0.29073
Electronic energy in eV: -10896.4092
Net charge: -2

```
16
Properties=species:S:1:pos:R:3:forces:R:3
N -0.420047 -1.377558 0.435692 -0.293 1.364 0.646
C -1.555524 -1.090263 -0.508533 0.615 -1.078 0.590
C -0.776522 -0.906707 -1.792519 -0.494 -1.712 0.631
C 0.312379 0.026392 -1.343631 -1.239 1.808 0.055
C 0.650171 -0.367179 0.140629 -0.110 -0.063 -0.936
C 0.670365 0.925251 0.983931 -0.213 1.191 -0.482
O -0.358791 1.324030 1.581383 -0.003 -0.742 0.222
O 1.741619 1.572696 0.847744 0.247 -0.177 0.276
H -0.760601 -1.163014 1.378601 0.288 -0.015 -0.196
H -2.214644 -1.965180 -0.458449 -0.036 -0.118 -0.420
H -2.217758 -0.226315 -0.330142 0.686 0.197 0.346
H -1.505882 -0.585912 -2.527131 0.406 0.352 -0.728
H -0.282294 -1.892815 -1.986224 -0.634 0.615 -0.371
H -0.050393 1.071550 -1.398518 -0.622 -0.264 0.860
H 0.967538 0.204080 -2.155833 2.085 -0.844 -0.388
H 1.696188 -0.724559 0.234227 -0.685 -0.513 -0.106
```
Forces are in eV/Å.

[5]
C5H8NO2P in the gas phase in a non-equilibrium geometry, computed with the ωB97M-V functional and the def2-TZVPD basis.

E_HOMO in eV: -7.328
2S+1: 1
E_LUMO in eV: 0.5
Orbital gap in Eh: 0.28700
Electronic energy in eV: -20184.6886

```
17
Properties=species:S:1:pos:R:3:forces:R:3
C -1.331025 -1.018187 0.311347 -1.599 -2.000 0.605
C -2.748621 -0.912270 0.556696 2.370 3.118 -0.831
C -1.556123 0.906310 -0.932907 -4.199 -2.303 1.496
C 0.705689 -0.081870 -0.609340 -1.523 0.841 0.339
C 1.553155 0.648212 0.461091 -1.101 -0.172 -0.296
N -0.783441 -0.033386 -0.393296 1.328 -0.212 0.099
O -3.201817 0.291038 1.158926 -0.291 0.310 -0.339
O 1.611120 2.037508 0.274175 -2.374 1.177 -0.177
P -3.486056 0.446008 -0.504748 2.895 1.365 -0.262
H -1.081046 -2.093481 0.226141 1.113 1.043 -0.010
H -3.223650 -1.703943 0.945457 -1.823 -3.030 0.891
H -1.201359 1.718259 -1.459577 0.962 1.411 -1.003
H 0.748829 0.262642 -1.604483 0.830 1.669 -1.054
H 0.924947 -1.081188 -0.863628 0.505 -1.655 0.981
H 2.570695 0.362099 0.341729 0.784 -0.751 0.205
H 1.162456 0.457107 1.481167 0.280 -0.473 -0.545
H 0.660694 2.365632 0.343515 1.844 -0.339 -0.098
```
Forces are in eV/Å.

[6]
C5H8NO2P in the gas phase in a non-equilibrium geometry, computed with the ωB97M-V functional and the def2-TZVPD basis.

E_HOMO (spin up / spin down) in eV: -9.075 / -9.076
2S+1: 1
E_LUMO (spin up / spin down) in eV: -0.8 / -0.8
Orbital gap (spin up / spin down) in Eh: 0.30574 / 0.30577
Electronic energy in eV: -20181.6751

```
17
Properties=species:S:1:pos:R:3:forces:R:3
C 0.429375 -0.404223 1.262102 3.122 -1.189 2.439
C 1.241152 0.189604 0.419358 -2.213 1.902 -2.212
C -0.972986 0.012421 1.529497 -0.304 0.081 -1.835
C -0.241322 1.579366 -0.585843 1.516 -3.097 1.069
C -1.479293 -0.863670 -1.301837 -0.044 0.806 1.972
N 2.590758 -0.046080 -0.076932 0.810 -0.345 -0.830
O 2.872368 -1.155281 -0.572780 -0.889 1.388 1.095
O 3.367052 0.911034 -0.112829 -1.053 -0.777 0.419
P -1.692460 0.602048 -0.141979 0.181 -0.936 -0.231
H 0.945777 -1.208256 1.973454 -1.420 1.468 -1.511
H -1.443231 -0.916038 1.837095 -0.877 0.492 0.573
H -1.178561 0.948051 2.089045 0.517 -1.036 0.543
H -0.212628 2.503390 -0.027040 0.630 0.296 -0.455
H 0.107675 1.396074 -1.608599 -0.080 0.956 0.382
H -1.253521 -0.494752 -2.241004 0.617 0.853 -1.975
H -2.319353 -1.471501 -1.421908 -1.978 -0.468 0.023
H -0.760807 -1.582195 -1.019807 1.466 -0.394 0.535
```
Forces are in eV/Å.

[7]
2 unconnected molecules or ions with the total composition C5H8NO2S in a non-equilibrium geometry, computed with the ωB97M-V functional and the def2-TZVPD basis.

E_HOMO (spin up / spin down) in eV: -14.136 / -14.108
2S+1: 3
<S²>: 2.014
E_LUMO (spin up / spin down) in eV: -3.8 / -8.5
Orbital gap (spin up / spin down) in Eh: 0.37937 / 0.20557
Electronic energy in eV: -21721.3304
Net charge: +1

```
17
Properties=species:S:1:pos:R:3:forces:R:3
C -0.030168 -1.643893 2.806887 -0.533 1.556 -2.181
C -0.189631 -1.428992 1.360935 -0.260 0.269 3.394
C -0.670849 -0.634574 3.470353 0.906 -0.344 0.219
C 0.551828 2.001380 -1.450209 -1.131 -1.093 -0.939
C -0.675752 -0.120479 -1.863218 -0.805 -0.378 -1.460
N -0.933661 -0.408899 1.170982 -0.330 1.466 -1.239
O 0.242663 0.819360 -2.219636 1.078 -0.198 -0.998
O -1.497397 0.106422 -0.934318 -1.518 0.757 2.827
S -1.390454 0.524079 2.456160 -0.208 -1.036 -0.187
H 0.708901 -2.278602 3.202320 0.338 -0.981 0.611
H 0.307044 -1.876173 0.566277 0.588 -1.153 -1.195
H -0.563596 -0.482695 4.521082 -0.317 0.197 0.535
H 1.292039 2.502515 -2.151733 -1.092 -0.102 1.633
H 0.890813 1.562228 -0.508272 0.659 0.607 0.240
H -0.454509 2.447681 -1.197751 1.190 0.286 -0.457
H -1.404571 -0.226612 -2.750082 0.834 -0.085 -0.479
H -0.260781 -1.160566 -1.830975 0.603 0.232 -0.324
```
Forces are in eV/Å.

[8]
A gas-phase ion, C5H8NO3S2 (charge -1) in a non-equilibrium geometry, computed with the ωB97M-V functional and the def2-TZVPD basis.

E_HOMO in eV: -3.927
2S+1: 1
E_LUMO in eV: 3.4
Orbital gap in Eh: 0.27084
Electronic energy in eV: -34619.1452
Net charge: -1

```
19
Properties=species:S:1:pos:R:3:forces:R:3
C 1.368283 1.532667 0.481261 0.481 0.142 0.412
C 0.428713 0.375773 0.802503 -0.120 -0.381 0.454
C 0.079148 0.440096 -0.691350 -3.167 1.321 -0.107
C 1.041452 -0.903162 1.339067 0.044 0.186 -0.140
C 0.080977 -0.723530 -1.622001 0.070 -0.121 0.045
N 1.062025 1.460141 -0.841542 0.184 0.136 -0.704
O -3.732176 0.028802 1.229669 0.132 0.179 0.018
O 2.133887 2.243321 1.084509 0.029 0.106 0.145
O -2.072827 -1.483663 0.261722 0.177 0.098 0.146
S -1.888234 1.384160 -0.760897 2.512 -1.207 -0.073
S -3.103394 -0.460832 -0.000916 -0.692 -0.323 -0.042
H -0.406146 0.680379 1.433805 0.049 0.034 -0.125
H 1.930423 -1.177472 0.773367 0.117 -0.104 -0.022
H 0.304542 -1.699522 1.267295 -0.049 -0.067 0.033
H 1.322045 -0.764727 2.381401 0.058 -0.044 0.066
H -0.640372 -1.450469 -1.256109 0.035 -0.004 -0.141
H 1.074639 -1.177276 -1.651081 0.127 -0.037 0.001
H -0.193223 -0.406675 -2.625676 0.000 0.026 -0.071
H 1.210232 2.101986 -1.605020 0.012 0.060 0.105
```
Forces are in eV/Å.

[9]
A gas-phase ion, C5H8NS2 (charge +1) in a non-equilibrium geometry, computed with the ωB97M-V functional and the def2-TZVPD basis.

E_HOMO in eV: -13.746
2S+1: 1
E_LUMO in eV: -4.5
Orbital gap in Eh: 0.34043
Electronic energy in eV: -28467.4026
Net charge: +1

```
16
Properties=species:S:1:pos:R:3:forces:R:3
C -0.066360 -0.554717 -1.234223 -4.339 2.719 2.758
C 1.324045 0.056053 0.599829 1.372 0.510 -2.158
C -1.240554 0.173588 0.814711 -0.019 1.665 1.312
C 2.340877 -0.597797 -0.468438 -0.728 0.122 2.244
C -2.360005 0.572103 -0.197566 -0.304 -0.277 -0.503
N -0.032625 -0.147126 0.078159 1.022 -1.523 -2.796
S 1.355550 -0.869207 -2.014809 1.012 -0.229 -0.009
S -1.897785 -0.208512 -1.884244 2.861 -0.425 1.982
H 1.531564 -0.375437 1.554433 -0.372 -0.299 0.666
H 1.628697 1.127040 0.601699 -0.932 -0.446 0.319
H -0.861020 1.083360 1.487579 -1.450 -1.913 -1.157
H -1.594169 -0.691709 1.460417 0.679 1.048 -0.713
H 3.124244 0.192881 -0.586208 -0.363 -1.348 -0.407
H 2.671119 -1.561915 0.038078 0.040 1.125 -1.446
H -3.344653 0.148115 0.076868 0.715 -0.118 -0.061
H -2.578925 1.653279 -0.326286 0.807 -0.612 -0.032
```
Forces are in eV/Å.

[10]
C5H8O in the gas phase, computed with the ωB97M-V functional and the def2-TZVPD basis.

E_HOMO in eV: -9.220
2S+1: 1
E_LUMO in eV: -0.4
Orbital gap in Eh: 0.32255
Electronic energy in eV: -7357.1788

```
14
Properties=species:S:1:pos:R:3:forces:R:3
C 0.378795 -1.588454 0.985427 0.008 -0.007 0.036
C 0.504525 -0.606368 -0.141490 0.358 -0.024 0.068
C 1.632008 -0.024268 -0.540859 -0.106 -0.047 0.025
C -0.634729 2.097259 -0.836594 -0.381 -0.186 0.253
C -1.293032 0.871904 -0.410482 0.108 0.328 -0.045
O -0.699997 -0.355412 -0.778045 0.019 -0.101 -0.033
H -0.341405 -1.223979 1.729108 0.084 -0.045 -0.099
H 0.002861 -2.550604 0.618345 0.055 0.165 0.021
H 1.340347 -1.746141 1.481249 -0.145 0.013 -0.098
H 1.636689 0.673423 -1.370115 -0.022 -0.114 0.115
H 2.568508 -0.240137 -0.035906 -0.161 0.005 -0.041
H -1.251307 2.897816 -0.371277 0.083 -0.118 -0.112
H -2.244838 0.948334 -0.982742 0.041 0.072 0.051
H -1.598425 0.846626 0.653382 0.059 0.060 -0.139
```
Forces are in eV/Å.

[11]
A molecular structure, C5H8O, computed with the ωB97M-V functional and the def2-TZVPD basis.

E_HOMO (spin up / spin down) in eV: -7.856 / -7.854
2S+1: 1
E_LUMO (spin up / spin down) in eV: -0.4 / -0.4
Orbital gap (spin up / spin down) in Eh: 0.27494 / 0.27486
Electronic energy in eV: -7357.6897

```
14
Properties=species:S:1:pos:R:3:forces:R:3
O -0.272572 1.252208 1.662351 0.061 -0.023 -0.158
C 0.095910 1.064106 0.504518 0.150 0.122 -0.106
C -0.967157 0.017742 -0.358657 -0.249 0.136 -0.174
C -0.777039 -1.438574 0.063273 0.068 -0.089 0.086
C 0.595677 -0.953796 0.215667 0.100 -0.297 0.051
C 1.099019 1.560549 -0.292688 -0.081 0.071 0.071
H -1.879238 0.462264 0.038730 0.117 -0.065 -0.034
H -0.868350 0.149656 -1.434042 0.030 -0.008 0.175
H -1.276626 -1.687854 0.996896 0.077 0.054 -0.126
H -0.961509 -2.177630 -0.714371 0.034 0.141 0.085
H 1.289692 -1.062811 -0.609021 -0.118 0.057 0.111
H 1.026767 -0.841357 1.202164 -0.051 0.016 -0.126
H 1.692761 2.403413 0.050330 -0.075 -0.114 -0.005
H 1.202661 1.252083 -1.325146 -0.063 -0.001 0.151
```
Forces are in eV/Å.

[12]
C5H8O in the gas phase, computed with the ωB97M-V functional and the def2-TZVPD basis.

E_HOMO (spin up / spin down) in eV: -7.855 / -7.356
2S+1: 1
E_LUMO (spin up / spin down) in eV: 0.1 / -0.6
Orbital gap (spin up / spin down) in Eh: 0.29080 / 0.24868
Electronic energy in eV: -7356.2796

```
14
Properties=species:S:1:pos:R:3:forces:R:3
C 0.172341 1.300723 0.570848 0.270 0.216 0.062
C 0.601555 -1.251394 0.920800 0.104 -0.128 0.056
C -0.493379 -1.263003 0.058284 -0.256 0.115 -0.160
O -1.539449 0.131237 0.225402 0.162 -0.215 -0.034
C -0.706567 -0.176354 -0.905297 0.042 -0.075 -0.142
C 0.341318 0.920800 -0.880514 0.017 -0.031 0.118
H 0.984069 1.174990 1.281253 -0.248 -0.023 -0.184
H -0.545909 2.073129 0.827164 0.111 -0.184 -0.099
H 1.589219 -1.013806 0.530800 -0.229 0.137 0.065
H 0.584751 -1.825030 1.846461 -0.044 0.102 -0.233
H -1.255261 -2.041219 0.043329 0.151 0.178 0.073
H -1.218830 -0.377433 -1.852875 0.072 0.037 0.277
H 1.350337 0.578051 -1.133034 -0.168 0.051 0.069
H 0.070407 1.753960 -1.543237 0.015 -0.180 0.133
```
Forces are in eV/Å.